ORCA calculation (ωB97M-V with the def2-TZVPD basis set) on C43H62FN2O3SSi5TeTl as an isolated structure.

CARTESIAN COORDINATES (ANGSTROEM)
1 Tl -0.55155 0.66327 -0.11526
2 N -0.32729 -3.32733 -0.45649
3 C -1.48066 -3.98596 -0.14628
4 C -1.90982 -5.06847 -0.92369
5 C -3.04726 -5.78288 -0.59457
6 C -3.78761 -5.41905 0.51955
7 C -3.36270 -4.33682 1.28173
8 C -2.21423 -3.60269 0.99196
9 C -1.87182 -2.45308 1.89537
10 C -1.99620 -2.78993 3.25425
11 C -1.95571 -1.85133 4.26526
12 C -1.80969 -0.52416 3.90675
13 C -1.62169 -0.20358 2.56978
14 C -1.58301 -1.11599 1.49673
15 H -0.28253 -2.40033 -0.06327
16 H -0.00277 -3.38988 -1.40584
17 H -1.32307 -5.33867 -1.79534
18 H -3.36013 -6.61336 -1.21744
19 H -4.69431 -5.94931 0.78418
20 H -3.96373 -4.02632 2.12806
21 H -2.12062 -3.83584 3.51391
22 H -2.03696 -2.15605 5.30266
23 H -1.79816 0.26112 4.65575
24 H -1.43918 0.84790 2.38196
25 C 2.92927 1.76466 -6.21704
26 Si 1.11383 2.18345 -5.95611
27 C 0.35350 2.15004 -7.70548
28 C 0.79389 3.94671 -5.39383
29 Si -0.01604 0.44515 -4.82740
30 Te 0.35146 -0.52143 -2.53857
31 Si -2.29731 0.66773 -5.36025
32 C -2.70065 0.03909 -7.10299
33 C -2.77978 2.49464 -5.37278
34 C -3.36943 -0.33317 -4.18732
35 Si 0.64524 -1.58023 -5.87447
36 C 0.72675 -1.54154 -7.76861
37 C 2.36723 -2.10033 -5.31291
38 C -0.56501 -2.96626 -5.44708
39 H 3.41448 2.57628 -6.76914
40 H 3.01709 0.85358 -6.81603
41 H 3.44454 1.63300 -5.26937
42 H 0.92600 2.85396 -8.32066
43 H -0.68213 2.49828 -7.69542
44 H 0.38530 1.18035 -8.19495
45 H 1.63922 4.57584 -5.68595
46 H 0.66421 4.01601 -4.31676
47 H -0.10336 4.32615 -5.89209
48 H -2.10297 0.52596 -7.87494
49 H -3.75611 0.23737 -7.31616
50 H -2.54525 -1.03905 -7.17707
51 H -2.32196 2.98118 -6.23843
52 H -2.43471 3.02464 -4.48536
53 H -3.86380 2.61715 -5.45890
54 H -3.13308 -1.39439 -4.29792
55 H -4.42899 -0.19108 -4.42311
56 H -3.20872 -0.07337 -3.14253
57 H 1.51148 -0.87257 -8.12339
58 H -0.21890 -1.23915 -8.22081
59 H 0.96400 -2.54908 -8.12663
60 H 3.10171 -1.33379 -5.56676
61 H 2.65742 -3.03288 -5.80777
62 H 2.40491 -2.25068 -4.23397
63 H -1.53071 -2.81389 -5.93404
64 H -0.73216 -3.01839 -4.37058
65 H -0.16696 -3.92876 -5.78398
66 C 2.69466 3.23449 2.34090
67 Si 0.92456 2.60277 2.27136
68 C -0.14078 3.81195 1.31619
69 C 0.20995 2.67517 4.02765
70 N 0.85107 1.02999 1.55803
71 C 1.67927 -0.00018 1.95011
72 C 2.19058 -0.08675 3.26095
73 C 3.01900 -1.12416 3.65694
74 C 3.37591 -2.13372 2.77509
75 C 2.88546 -2.06800 1.47617
76 C 2.06757 -1.02979 1.07379
77 H 2.70838 4.30573 2.56380
78 H 3.14863 3.08138 1.36057
79 H 3.30288 2.71988 3.08644
80 H 0.24365 4.81828 1.51213
81 H -1.17840 3.78116 1.65905
82 H -0.13602 3.65877 0.23850
83 H 0.13054 3.72587 4.32761
84 H 0.80144 2.15423 4.78164
85 H -0.79833 2.25472 4.04277
86 H 1.90680 0.65586 3.99440
87 H 3.37311 -1.14740 4.68280
88 H 4.01169 -2.95223 3.08998
89 H 3.14122 -2.83549 0.75495
90 H 1.75678 -0.99206 0.03825
91 F -5.78844 4.12449 -1.14733
92 C -4.65865 3.39861 -0.89944
93 C -3.77832 3.16369 -1.93123
94 C -2.63056 2.42256 -1.66381
95 C -2.36531 1.91403 -0.39656
96 C -3.28605 2.18708 0.61427
97 C -4.43784 2.92845 0.37584
98 H -3.99026 3.55579 -2.91593
99 H -1.91122 2.25656 -2.45849
100 H -3.13511 1.80660 1.61643
101 H -5.15461 3.13526 1.16061
102 C 3.96077 8.44944 0.06452
103 C 3.44949 7.12313 -0.43401
104 C 2.15611 6.99006 -0.92218
105 C 1.68945 5.76707 -1.39033
106 C 2.51738 4.65883 -1.37149
107 C 3.81363 4.77685 -0.88734
108 C 4.27219 5.99749 -0.42323
109 S 1.94143 3.06705 -1.95766
110 O 2.67538 2.85642 -3.19770
111 O 0.50075 3.23556 -2.15832
112 O 2.27059 2.14423 -0.88723
113 H 3.14155 9.15194 0.22130
114 H 4.65275 8.90051 -0.65155
115 H 4.49578 8.33729 1.00931
116 H 1.49618 7.85142 -0.92531
117 H 0.67559 5.65398 -1.75227
118 H 4.44737 3.89919 -0.86122
119 H 5.28073 6.07738 -0.03054

* relative energy (zero: lowest compared OMol25 entry of this formula, charge and spin): 2.277 eV
* calculated total energy: -119653.9883 eV
* gap between HOMO and LUMO: 0.239 Eh
* charge: -2

Results of the Mulliken charge analysis, in e, for atoms 1 through 99: atom 1 (Tl): 0.565, atom 2 (N): -0.307, atom 3 (C): 0.643, atom 4 (C): -0.780, atom 5 (C): -0.412, atom 6 (C): -0.904, atom 7 (C): -0.440, atom 8 (C): 0.320, atom 9 (C): 0.769, atom 10 (C): -0.500, atom 11 (C): -1.164, atom 12 (C): -0.964, atom 13 (C): 0.394, atom 14 (C): 0.423, atom 15 (H): -0.227, atom 16 (H): 0.216, atom 17 (H): 0.347, atom 18 (H): 0.362, atom 19 (H): 0.352, atom 20 (H): 0.454, atom 21 (H): 0.529, atom 22 (H): 0.327, atom 23 (H): 0.335, atom 24 (H): -0.782, atom 25 (C): -1.166, atom 26 (Si): 0.831, atom 27 (C): -1.199, atom 28 (C): -0.684, atom 29 (Si): 0.642, atom 30 (Te): -0.675, atom 31 (Si): 0.573, atom 32 (C): -1.106, atom 33 (C): -0.960, atom 34 (C): -0.884, atom 35 (Si): 0.526, atom 36 (C): -1.227, atom 37 (C): -0.963, atom 38 (C): -0.681, atom 39 (H): 0.426, atom 40 (H): 0.262, atom 41 (H): 0.233, atom 42 (H): 0.435, atom 43 (H): 0.250, atom 44 (H): 0.178, atom 45 (H): 0.341, atom 46 (H): -0.156, atom 47 (H): 0.381, atom 48 (H): 0.291, atom 49 (H): 0.398, atom 50 (H): 0.211, atom 51 (H): 0.296, atom 52 (H): 0.059, atom 53 (H): 0.480, atom 54 (H): 0.239, atom 55 (H): 0.371, atom 56 (H): 0.083, atom 57 (H): 0.289, atom 58 (H): 0.322, atom 59 (H): 0.386, atom 60 (H): 0.251, atom 61 (H): 0.343, atom 62 (H): 0.223, atom 63 (H): 0.231, atom 64 (H): -0.001, atom 65 (H): 0.396, atom 66 (C): -0.788, atom 67 (Si): 0.726, atom 68 (C): -0.366, atom 69 (C): -1.361, atom 70 (N): 0.391, atom 71 (C): 0.200, atom 72 (C): 0.033, atom 73 (C): -0.820, atom 74 (C): -0.659, atom 75 (C): -0.800, atom 76 (C): -0.105, atom 77 (H): 0.366, atom 78 (H): -0.001, atom 79 (H): 0.377, atom 80 (H): 0.454, atom 81 (H): 0.219, atom 82 (H): -0.351, atom 83 (H): 0.387, atom 84 (H): 0.420, atom 85 (H): 0.137, atom 86 (H): 0.005, atom 87 (H): 0.377, atom 88 (H): 0.319, atom 89 (H): 0.399, atom 90 (H): 0.468, atom 91 (F): -0.396, atom 92 (C): 0.367, atom 93 (C): -0.744, atom 94 (C): 0.756, atom 95 (C): -0.763, atom 96 (C): 0.248, atom 97 (C): -0.994, atom 98 (H): 0.458, atom 99 (H): -0.203